one | 108
Properties=species:S:1:pos:R:3 method="wB97M-V/def2-TZVPD" charge=0 smiles="O=C1C=CC(=O)C=C1.O=C1C=CC(=O)C=C1.CC(C)O.CC(C)O.CC(C)O.CC(C)O.CC(C)O.CC(C)O.CC(C)O" gap_ha=0.23335
O 7.506 -2.755 0.908
C 6.260 -2.682 0.745
C 5.599 -2.302 -0.642
C 4.045 -2.431 -0.577
C 3.249 -2.897 0.575
O 1.933 -2.894 0.433
C 3.888 -3.325 1.674
C 5.324 -3.275 1.716
H 6.278 -2.048 -1.385
H 3.588 -1.816 -1.416
H 3.387 -3.859 2.452
H 5.724 -3.802 2.667
O 4.499 1.362 2.351
C 3.991 2.141 1.555
C 3.723 3.548 1.920
C 3.441 4.485 0.733
C 3.542 3.950 -0.634
O 3.520 4.742 -1.484
C 3.581 2.473 -0.804
C 3.791 1.670 0.195
H 3.646 3.971 3.063
H 3.486 5.592 0.924
H 3.795 2.347 -1.898
H 3.868 0.493 -0.126
C -1.063 0.219 -0.759
C 0.160 0.702 0.061
C 0.110 2.019 0.628
O 0.369 -0.322 1.053
H -1.406 0.950 -1.577
H -1.767 0.541 -0.125
H -1.096 -0.821 -1.063
H 0.851 0.615 -0.769
H 1.200 2.181 1.194
H -0.649 2.183 1.442
H -0.196 2.804 0.002
H 0.602 -1.232 0.682
C 0.847 -1.111 -5.966
C 1.718 -0.447 -4.983
C 1.131 0.390 -3.888
O 2.406 -1.633 -4.319
H 0.067 -0.533 -6.637
H -0.274 -1.543 -5.643
H 1.415 -1.769 -6.699
H 2.275 0.120 -5.818
H 1.797 0.846 -3.158
H 0.368 -0.141 -3.242
H 0.425 1.237 -4.173
H 3.068 -1.199 -4.056
C -3.581 -1.835 -5.648
C -3.070 -0.362 -5.419
C -3.620 0.640 -6.521
O -3.635 -0.123 -4.287
H -3.105 -2.464 -6.338
H -4.607 -1.866 -5.745
H -3.381 -2.438 -4.892
H -1.929 -0.344 -5.428
H -3.232 -0.029 -7.545
H -3.093 1.713 -6.335
H -4.639 0.725 -6.659
H -3.218 -0.565 -3.419
C -2.914 4.393 1.316
C -3.584 3.523 2.367
C -2.549 3.159 3.502
O -4.641 4.165 3.079
H -2.365 5.245 1.795
H -3.736 4.840 0.947
H -1.993 3.844 0.589
H -4.169 2.568 1.767
H -2.197 3.962 4.364
H -1.548 3.105 3.150
H -3.079 2.218 3.888
H -5.157 4.363 2.443
C 2.081 1.987 5.655
C 0.856 1.777 4.841
C 0.755 0.621 3.931
O -0.253 1.668 5.727
H 2.058 2.930 6.276
H 3.013 1.799 4.912
H 2.080 1.385 6.512
H 0.786 2.745 4.249
H -0.194 0.545 3.394
H 1.026 -0.322 4.417
H 1.640 0.719 3.137
H 0.246 1.527 6.738
C -1.358 -3.776 -0.436
C -0.801 -3.641 -1.847
C -0.229 -5.016 -2.366
O -1.902 -3.352 -2.761
H -1.923 -4.648 0.032
H -1.956 -2.752 -0.327
H -0.478 -3.561 0.123
H -0.024 -2.897 -2.068
H -0.854 -5.774 -2.072
H 0.961 -5.058 -1.889
H 0.103 -4.921 -3.286
H -2.462 -4.082 -2.647
C -2.380 -1.137 2.632
C -2.992 -1.038 3.964
C -4.470 -0.728 4.118
O -2.734 -2.215 4.683
H -2.416 -0.284 2.169
H -2.754 -1.930 1.847
H -1.331 -1.401 2.763
H -2.421 -0.106 4.356
H -5.299 -1.329 3.568
H -4.641 0.364 3.712
H -4.760 -0.876 5.151
H -1.917 -2.381 4.676

two | 108
Properties=species:S:1:pos:R:3 method="wB97M-V/def2-TZVPD" charge=0 smiles="O=C1C=CC(=O)C=C1.O=C1C=CC(=O)C=C1.CC(C)O.CC(C)O.CC(C)O.CC(C)O.CC(C)O.CC(C)O.CC(C)O" gap_ha=0.25334
O -5.988 -1.669 4.636
C -5.215 -0.731 4.272
C -5.543 0.722 4.186
C -4.523 1.829 3.934
C -3.180 1.376 3.622
O -2.315 2.289 3.334
C -2.866 -0.034 3.498
C -3.852 -1.066 3.769
H -6.566 0.985 4.405
H -4.911 2.977 3.956
H -1.859 -0.381 3.010
H -3.392 -2.105 3.572
O 2.681 0.166 -3.526
C 1.937 0.223 -2.562
C 0.951 1.393 -2.340
C 0.191 1.429 -0.981
C 0.097 0.477 0.049
O -0.611 0.436 1.096
C 0.984 -0.689 -0.371
C 1.851 -0.869 -1.565
H 0.792 2.196 -3.017
H -0.527 2.275 -0.999
H 1.087 -1.606 0.311
H 2.631 -1.711 -1.749
C -0.434 4.623 1.490
C -0.929 4.933 2.900
C -0.256 6.200 3.428
O -2.310 4.971 2.818
H -0.897 5.264 0.726
H -0.450 3.539 1.286
H 0.580 4.807 1.217
H -0.419 4.221 3.305
H -0.539 6.565 4.287
H -0.501 7.183 2.833
H 0.720 6.180 3.330
H -2.746 4.226 3.428
C 6.406 -0.508 -4.779
C 6.261 -2.033 -5.010
C 5.279 -2.492 -3.916
O 5.703 -2.173 -6.366
H 7.074 -0.040 -5.699
H 7.172 -0.301 -3.853
H 5.498 -0.178 -4.701
H 7.210 -2.510 -4.948
H 5.685 -2.453 -2.930
H 4.833 -3.595 -4.148
H 4.165 -1.966 -4.101
H 6.510 -1.872 -6.969
C -0.349 -2.657 3.580
C -0.102 -3.908 2.636
C -0.554 -5.242 3.242
O -0.767 -3.632 1.432
H -1.545 -2.524 3.571
H 0.348 -1.799 3.053
H 0.150 -3.001 4.603
H 0.972 -3.982 2.371
H -0.165 -5.423 4.371
H -0.327 -6.134 2.582
H -1.682 -5.176 3.149
H -0.221 -3.684 0.662
C 1.802 -6.323 -0.185
C 2.747 -5.284 -0.431
C 3.013 -4.781 -1.744
O 2.482 -4.140 0.408
H 1.456 -6.633 0.695
H 1.777 -7.229 -0.782
H 0.740 -5.878 -0.441
H 3.662 -5.809 0.202
H 2.145 -4.247 -2.071
H 3.180 -5.654 -2.385
H 3.899 -4.187 -1.987
H 3.041 -3.505 0.709
C -3.920 1.701 -5.158
C -2.468 1.775 -4.811
C -1.907 3.206 -5.108
O -2.288 1.533 -3.502
H -4.292 1.694 -6.063
H -4.383 2.389 -4.435
H -4.321 0.738 -4.978
H -2.045 0.926 -5.582
H -1.944 3.576 -6.107
H -0.915 3.352 -4.833
H -2.519 3.832 -4.345
H -3.184 2.026 -3.005
C -3.344 -0.298 -0.476
C -4.263 0.974 -0.582
C -3.499 2.305 -0.275
O -4.690 1.056 -1.888
H -2.561 -0.464 -1.275
H -3.917 -1.310 -0.736
H -2.955 -0.521 0.457
H -5.001 0.960 0.151
H -2.962 2.084 0.588
H -4.103 3.152 -0.407
H -2.855 2.380 -1.010
H -5.166 0.365 -1.888
C 3.035 1.724 1.593
C 2.436 2.421 2.848
C 1.612 1.361 3.705
O 3.306 2.884 3.683
H 3.176 2.468 0.830
H 2.310 0.993 1.241
H 3.989 1.383 1.740
H 1.635 3.132 2.436
H 1.221 1.614 4.691
H 2.266 0.651 3.869
H 0.729 0.921 2.986
H 2.633 3.357 4.221

Which of them is the most stable? Correct choice: two.